{
  "formula": "C40H108F12N14O37S12",
  "method": "the ωB97M-V functional and the def2-TZVPD basis",
  "elements": ["C", "C", "C", "O", "C", "N", "H", "H", "H", "H", "H", "H", "H", "H", "H", "H", "H", "H", "C", "C", "O", "N", "H", "H", "C", "H", "H", "H", "H", "H", "H", "C", "C", "O", "N", "H", "H", "C", "H", "H", "H", "H", "H", "H", "C", "O", "C", "C", "N", "H", "H", "C", "C", "O", "C", "H", "H", "H", "H", "H", "H", "H", "H", "H", "H", "H", "H", "H", "H", "C", "O", "C", "C", "N", "H", "H", "C", "C", "O", "C", "H", "H", "H", "H", "H", "H", "H", "H", "H", "H", "H", "H", "H", "H", "C", "O", "C", "C", "N", "H", "H", "C", "C", "O", "C", "H", "H", "H", "H", "H", "H", "H", "H", "H", "H", "H", "H", "H", "H", "C", "O", "C", "C", "N", "H", "H", "C", "C", "O", "C", "H", "H", "H", "H", "H", "H", "H", "H", "H", "H", "H", "H", "H", "H", "C", "O", "C", "C", "N", "H", "H", "C", "C", "O", "C", "H", "H", "H", "H", "H", "H", "H", "H", "H", "H", "H", "H", "H", "H", "N", "S", "O", "O", "F", "S", "O", "O", "F", "N", "S", "O", "O", "F", "S", "O", "O", "F", "N", "S", "O", "O", "F", "S", "O", "O", "F", "N", "S", "O", "O", "F", "S", "O", "O", "F", "N", "S", "O", "O", "F", "S", "O", "O", "F", "N", "S", "O", "O", "F", "S", "O", "O", "F"],
  "coordinates": [[-4.614, -13.358, 25.059], [-3.251, -13.970, 25.256], [-2.806, -15.002, 24.212], [-1.662, -15.737, 24.584], [-1.969, -16.795, 25.603], [-2.172, -12.917, 25.389], [-1.397, -13.472, 25.056], [-2.303, -12.123, 24.778], [-1.950, -12.743, 26.358], [-5.390, -14.087, 25.293], [-4.799, -13.105, 24.015], [-4.879, -12.437, 25.578], [-3.255, -14.418, 26.250], [-2.554, -14.338, 23.384], [-3.610, -15.604, 23.789], [-2.884, -17.296, 25.288], [-2.021, -16.355, 26.599], [-1.104, -17.454, 25.540], [-8.907, -13.296, 23.580], [-8.400, -14.635, 23.115], [-7.417, -15.146, 23.613], [-9.227, -15.368, 22.062], [-10.043, -14.829, 21.808], [-8.681, -15.229, 21.224], [-9.438, -16.796, 22.529], [-8.005, -12.828, 23.975], [-9.679, -13.311, 24.348], [-9.218, -12.751, 22.689], [-8.450, -17.250, 22.600], [-9.860, -17.356, 21.695], [-9.994, -16.828, 23.465], [-13.180, -16.062, 28.825], [-14.098, -15.306, 29.777], [-14.245, -14.138, 29.843], [-14.738, -16.171, 30.843], [-14.689, -17.153, 30.611], [-14.316, -15.948, 31.733], [-16.313, -15.915, 30.952], [-13.672, -16.844, 28.246], [-12.399, -16.561, 29.399], [-12.581, -15.477, 28.127], [-16.440, -14.966, 31.472], [-16.582, -16.827, 31.485], [-16.709, -15.894, 29.937], [-10.444, -16.482, 26.414], [-11.241, -17.437, 25.724], [-12.321, -16.790, 25.044], [-13.046, -17.871, 24.328], [-13.709, -18.980, 25.303], [-13.040, -19.286, 25.996], [-14.515, -18.640, 25.809], [-14.137, -20.283, 24.577], [-14.909, -21.256, 25.499], [-13.921, -21.580, 26.556], [-14.192, -22.834, 27.193], [-9.440, -16.668, 26.031], [-10.361, -16.647, 27.488], [-10.669, -15.427, 26.255], [-11.985, -15.997, 24.376], [-13.045, -16.438, 25.779], [-12.423, -18.342, 23.567], [-13.913, -17.359, 23.910], [-13.185, -20.752, 24.328], [-14.765, -19.945, 23.754], [-15.021, -22.113, 24.835], [-15.929, -20.901, 25.652], [-13.759, -22.869, 28.192], [-13.704, -23.513, 26.494], [-15.275, -22.947, 27.142], [-10.546, -4.700, 30.712], [-9.938, -5.389, 29.703], [-8.570, -5.788, 29.893], [-8.457, -7.057, 30.711], [-9.051, -8.288, 29.955], [-9.170, -9.120, 30.515], [-9.935, -7.998, 29.562], [-8.192, -8.725, 28.755], [-7.044, -9.642, 29.222], [-7.677, -10.526, 30.172], [-6.899, -11.453, 30.804], [-9.768, -4.005, 31.030], [-10.845, -5.350, 31.534], [-11.426, -4.110, 30.457], [-8.065, -4.968, 30.404], [-8.059, -5.929, 28.941], [-8.812, -6.876, 31.725], [-7.467, -7.384, 31.028], [-7.767, -7.975, 28.087], [-8.910, -9.400, 28.289], [-6.395, -8.979, 29.793], [-6.598, -10.284, 28.462], [-7.518, -11.962, 31.542], [-6.123, -11.032, 31.444], [-6.543, -12.148, 30.043], [-19.934, -15.983, 30.930], [-19.090, -14.941, 30.466], [-18.925, -15.122, 29.072], [-18.167, -13.885, 28.588], [-18.892, -12.635, 29.033], [-19.628, -12.575, 28.344], [-19.394, -12.662, 29.909], [-18.092, -11.328, 28.857], [-16.910, -11.186, 29.883], [-17.245, -11.551, 31.216], [-16.035, -11.535, 32.025], [-19.577, -17.006, 30.815], [-20.928, -15.967, 30.485], [-20.034, -15.724, 31.984], [-19.764, -15.194, 28.380], [-18.347, -16.042, 28.984], [-18.147, -13.764, 27.505], [-17.207, -13.924, 29.104], [-18.849, -10.567, 29.046], [-17.773, -11.282, 27.815], [-16.648, -10.128, 29.883], [-16.114, -11.765, 29.416], [-16.105, -11.899, 33.050], [-15.623, -10.538, 32.182], [-15.150, -12.000, 31.590], [-7.977, -13.572, 27.211], [-9.082, -12.740, 27.563], [-9.562, -12.979, 28.895], [-10.479, -11.875, 29.567], [-11.387, -11.153, 28.563], [-11.596, -10.179, 28.732], [-10.974, -11.058, 27.646], [-12.767, -11.829, 28.333], [-13.303, -11.178, 27.028], [-12.355, -10.985, 25.938], [-12.967, -10.705, 24.660], [-8.256, -14.611, 27.389], [-7.022, -13.373, 27.698], [-7.743, -13.514, 26.148], [-8.727, -13.149, 29.575], [-9.990, -13.981, 28.916], [-9.932, -11.104, 30.110], [-11.173, -12.240, 30.324], [-13.412, -11.656, 29.194], [-12.714, -12.904, 28.156], [-13.749, -10.206, 27.239], [-14.118, -11.753, 26.590], [-13.559, -9.791, 24.625], [-13.586, -11.552, 24.364], [-12.168, -10.569, 23.931], [-18.957, -2.615, 26.123], [-18.233, -3.892, 26.393], [-16.822, -3.755, 26.408], [-16.168, -5.140, 26.610], [-16.894, -6.166, 25.721], [-17.894, -6.072, 25.823], [-16.571, -5.994, 24.780], [-16.528, -7.674, 25.895], [-16.736, -8.166, 27.333], [-18.027, -7.766, 27.757], [-18.257, -7.533, 29.089], [-18.972, -2.207, 25.113], [-18.847, -1.747, 26.773], [-20.001, -2.870, 26.307], [-16.543, -3.053, 27.194], [-16.413, -3.263, 25.526], [-16.418, -5.582, 27.575], [-15.092, -5.127, 26.441], [-15.482, -7.790, 25.614], [-17.119, -8.154, 25.115], [-15.994, -7.735, 28.005], [-16.614, -9.249, 27.361], [-17.906, -6.567, 29.450], [-17.799, -8.274, 29.745], [-19.327, -7.537, 29.299], [-15.762, -7.699, 20.864], [-16.679, -6.694, 21.337], [-16.920, -6.604, 22.773], [-17.791, -6.519, 20.432], [-15.736, -5.396, 21.027], [-16.315, -9.012, 21.916], [-17.716, -9.338, 21.888], [-15.584, -9.172, 23.182], [-15.733, -10.154, 20.996], [-1.856, -12.358, 28.108], [-3.123, -11.700, 28.624], [-3.053, -11.007, 29.908], [-4.362, -12.300, 28.131], [-2.942, -10.420, 27.628], [-1.996, -13.769, 29.194], [-2.759, -14.858, 28.634], [-1.912, -13.560, 30.601], [-0.521, -14.270, 28.989], [-13.290, -15.767, 33.096], [-12.125, -14.845, 33.131], [-11.118, -15.056, 34.166], [-12.265, -13.596, 32.400], [-11.292, -15.566, 31.964], [-14.003, -14.886, 34.425], [-14.337, -13.479, 34.263], [-13.816, -15.352, 35.778], [-15.436, -15.524, 34.108], [-11.591, -14.595, 20.852], [-12.750, -15.429, 20.572], [-13.453, -15.248, 19.344], [-13.489, -16.076, 21.681], [-11.694, -16.528, 20.181], [-12.490, -13.482, 21.745], [-12.397, -13.642, 23.178], [-13.717, -12.847, 21.200], [-11.445, -12.310, 21.505], [-17.297, -15.187, 25.539], [-16.870, -16.576, 26.030], [-16.223, -16.539, 27.353], [-16.415, -17.589, 25.105], [-18.351, -17.053, 26.434], [-15.719, -14.528, 25.513], [-14.926, -15.092, 24.423], [-14.989, -14.198, 26.738], [-16.186, -13.002, 24.977], [-11.480, -8.456, 28.694], [-11.866, -7.680, 27.415], [-11.323, -6.330, 27.286], [-13.147, -7.932, 26.798], [-10.821, -8.471, 26.437], [-12.777, -7.787, 29.486], [-13.946, -8.698, 29.461], [-12.959, -6.369, 29.562], [-12.202, -8.010, 30.973]],
  "forces_ev_per_angstrom": [[-0.9, 0.1, -1.1], [-0.9, -0.3, 1.8], [0.2, 1.0, -0.3], [-0.9, -0.3, 0.9], [0.8, 1.1, -1.3], [-0.1, -2.0, -1.7], [1.1, 0.2, -0.3], [0.0, 0.5, 0.2], [-0.2, 1.0, 1.4], [0.1, -0.1, 0.2], [0.2, -0.1, -0.4], [0.6, -0.2, 0.6], [0.1, -0.2, 0.1], [0.6, -0.3, -0.6], [-0.3, -0.3, 0.6], [0.0, -0.1, 0.2], [-0.2, -0.1, 0.0], [-0.3, -0.1, 0.1], [0.9, 0.0, -1.1], [1.1, -0.2, 2.6], [-1.9, 0.2, -1.8], [1.9, 0.1, 1.8], [-1.8, 0.0, 0.1], [0.5, -0.9, -0.8], [0.7, -0.3, -1.6], [-0.2, 0.2, 0.1], [-0.2, -0.3, -0.2], [-0.4, 0.3, 0.2], [0.0, 0.3, 0.6], [-0.8, 0.3, 0.3], [0.0, 0.1, -0.3], [0.4, -0.4, 0.2], [1.3, -0.6, -0.6], [-0.5, 0.2, 0.1], [-2.9, 0.6, -2.5], [0.6, -0.3, 0.1], [0.9, 0.1, 1.5], [2.1, -0.3, -0.1], [-0.4, 0.1, 0.1], [-0.1, -0.2, 0.6], [-0.7, 0.7, 0.1], [-0.2, -0.4, 0.1], [-0.7, 0.6, 0.2], [0.3, -0.1, 0.2], [1.4, -0.6, -0.1], [-0.3, 1.1, 0.3], [-0.2, -1.6, 1.4], [-1.8, -0.4, 0.1], [1.2, -0.2, -1.5], [0.5, 0.1, 0.4], [-0.5, 0.8, -0.1], [-0.1, 0.8, 1.0], [2.8, 0.1, -0.9], [-2.0, 1.9, -0.6], [-0.1, 0.3, -1.5], [0.3, 0.3, 0.1], [-0.5, -0.3, 0.1], [-0.5, 0.0, -0.3], [-0.3, 0.1, -0.1], [0.2, 0.8, 0.1], [-0.4, -0.5, 0.2], [-0.1, -0.4, -0.6], [-0.3, 0.1, -0.5], [0.3, -0.3, -0.2], [-0.1, -0.4, 0.1], [0.1, 0.1, 1.3], [-0.2, 0.1, -0.2], [-0.2, -0.9, 0.6], [0.1, -0.6, 0.7], [0.6, 1.1, 1.9], [1.0, -2.2, -2.7], [-0.9, 0.4, 0.2], [0.5, -1.1, 0.8], [2.3, 2.7, -0.3], [0.2, -0.2, 0.5], [-0.8, 0.1, -0.1], [-0.2, -2.2, 0.4], [-1.4, 0.1, 2.0], [-1.6, 2.2, -0.9], [0.8, -1.3, 1.0], [-0.3, 0.5, 0.9], [0.0, -0.1, 0.3], [0.1, -0.3, -0.8], [0.3, -0.1, 0.2], [-0.5, 0.3, -0.3], [-1.4, -0.5, -0.2], [0.6, 0.3, -0.9], [-0.8, 0.4, 0.3], [0.1, 0.4, -0.9], [1.0, -0.4, -0.3], [0.3, 0.7, -0.3], [-0.3, -0.3, -0.3], [0.5, 0.2, -0.5], [0.6, -0.3, 0.4], [-0.8, 0.5, 1.6], [-1.0, -0.4, -1.4], [1.1, 0.9, -0.6], [0.3, -0.3, 1.2], [0.6, 0.5, -1.4], [-0.6, 0.3, -0.2], [0.5, -0.4, 0.9], [-0.6, -0.3, 1.9], [-1.0, 0.0, -0.8], [1.1, -0.6, -0.3], [0.8, 0.8, 0.3], [0.6, 0.1, -0.1], [0.0, 0.3, -0.2], [-0.2, -0.6, 0.1], [-1.0, -0.4, 0.8], [0.1, 0.1, -0.8], [0.6, -0.5, 0.1], [0.2, 0.6, -0.5], [0.1, 0.2, -0.1], [0.2, 0.0, 0.2], [0.3, 0.1, -0.3], [0.5, -0.2, 0.6], [-1.0, -0.5, -0.4], [-0.6, 0.7, -0.3], [-0.4, -0.8, -0.5], [-0.2, -0.6, -0.1], [-0.1, 1.0, 0.5], [0.3, -0.3, 0.6], [-0.4, 0.5, -1.2], [-1.0, -2.7, 0.1], [0.0, 0.7, 1.0], [0.6, -0.5, -0.8], [0.9, 0.7, -2.0], [-0.9, 0.7, -1.3], [0.3, -0.4, 1.5], [0.0, -0.2, 0.2], [0.1, -0.3, 0.2], [-0.2, 0.3, 0.6], [-0.5, 0.4, -0.1], [0.3, 0.6, 0.1], [-0.9, 0.0, -0.1], [0.5, -0.2, -0.5], [0.2, -0.8, -0.1], [0.2, 0.2, -0.1], [0.7, 0.1, 0.3], [0.1, 0.2, 0.3], [-0.1, -0.5, 0.5], [-0.1, 0.0, 0.5], [-0.1, 0.0, -0.1], [0.1, -0.2, 0.2], [-1.3, -1.0, 0.3], [-0.2, 1.9, -0.6], [0.2, 0.1, 0.1], [-1.9, -0.7, 0.3], [2.3, -0.8, 0.4], [-0.4, 0.4, -0.1], [-0.7, 0.1, -1.2], [0.0, 1.0, 0.3], [-0.3, 1.0, -0.2], [-0.3, -0.3, -1.8], [-0.1, 0.2, 1.7], [0.9, -0.7, -0.3], [1.2, -0.4, 0.6], [0.0, -0.3, -0.1], [0.3, -0.3, 0.5], [-0.3, -0.3, -0.6], [0.4, 0.7, 0.4], [-0.2, -0.2, -0.2], [0.0, 0.1, 0.0], [-0.1, -0.2, 0.3], [0.3, 0.0, 0.0], [0.0, -0.2, -0.1], [0.3, 0.3, -0.2], [0.1, -0.3, 0.1], [-0.1, -0.1, -0.3], [3.2, -8.2, 1.5], [-4.8, 8.0, -0.7], [0.0, 0.1, 0.0], [0.4, 0.4, 1.5], [-0.7, -0.5, 0.5], [1.7, -2.0, -0.8], [0.8, 1.1, 0.4], [-1.0, 0.8, -1.8], [0.4, 0.4, 0.2], [1.3, -4.6, 2.3], [-3.1, 6.3, 0.2], [-0.8, -2.0, -1.7], [0.8, 0.4, 1.1], [-0.5, -0.4, -0.1], [3.6, -2.3, -0.1], [-0.2, 1.4, 0.0], [-1.6, 0.9, -0.6], [0.3, 0.2, -1.2], [-4.2, 0.0, 3.4], [10.5, 2.3, -4.0], [-2.6, 1.4, -0.1], [-0.5, 0.0, 1.6], [0.1, -1.3, -1.2], [-5.8, -0.5, 3.4], [1.6, -1.6, -0.6], [1.2, 0.2, -2.2], [-0.2, -0.4, -0.6], [1.7, 7.6, 4.1], [-6.0, -9.6, -3.6], [-0.1, 0.7, 0.9], [1.4, 1.9, -1.2], [0.6, -3.2, -0.9], [-1.1, 6.2, 0.9], [0.2, -1.0, -0.9], [2.9, -2.9, 1.0], [0.6, 0.1, 0.0], [3.2, 2.4, -0.3], [-1.9, -4.1, 3.1], [0.0, -0.6, -1.3], [0.0, 0.8, 0.7], [0.6, 0.0, -0.4], [1.2, 3.6, -2.8], [-1.4, 0.6, 2.0], [-1.7, -0.5, -1.2], [0.4, -2.5, 0.9], [-2.3, 1.2, 1.9], [3.7, 3.8, -9.2], [-1.2, -2.3, 0.9], [0.6, -0.2, 1.4], [-0.7, -0.1, 0.8], [-3.7, -1.8, 6.2], [2.6, 1.8, -0.4], [0.1, -1.0, -1.4], [0.3, -0.7, -0.5]],
  "lowdin_charge": [-0.046, -0.311, -0.207, -0.175, 0.000, 0.247, 0.150, 0.174, 0.066, 0.076, 0.085, 0.079, 0.119, 0.133, 0.135, 0.091, 0.069, 0.097, 0.037, -0.354, 0.126, 0.115, 0.077, 0.189, 0.053, 0.089, 0.104, 0.093, 0.105, 0.101, 0.088, 0.027, -0.383, 0.157, 0.122, 0.164, 0.057, 0.082, 0.079, 0.096, 0.072, 0.105, 0.114, 0.054, -0.110, -0.184, -0.220, -0.045, 0.107, 0.144, 0.120, -0.073, -0.158, -0.224, -0.066, 0.085, 0.084, 0.088, 0.118, 0.110, 0.138, 0.104, 0.137, 0.141, 0.128, 0.131, 0.095, 0.096, 0.090, -0.124, -0.196, -0.158, -0.055, 0.094, 0.139, 0.069, -0.057, -0.121, -0.256, -0.105, 0.094, 0.088, 0.103, 0.135, 0.126, 0.135, 0.128, 0.144, 0.109, 0.130, 0.138, 0.102, 0.108, 0.086, -0.079, -0.191, -0.225, -0.076, 0.080, 0.172, 0.170, -0.037, -0.201, -0.152, -0.065, 0.097, 0.099, 0.104, 0.142, 0.101, 0.125, 0.117, 0.129, 0.132, 0.106, 0.110, 0.087, 0.091, 0.073, -0.075, -0.184, -0.149, -0.015, 0.076, 0.061, 0.130, -0.036, -0.172, -0.213, -0.053, 0.086, 0.086, 0.059, 0.110, 0.113, 0.097, 0.118, 0.118, 0.107, 0.090, 0.103, 0.072, 0.081, 0.097, -0.046, -0.185, -0.206, -0.039, 0.095, 0.158, 0.122, -0.040, -0.182, -0.177, -0.119, 0.091, 0.087, 0.085, 0.128, 0.130, 0.111, 0.143, 0.115, 0.127, 0.107, 0.113, 0.094, 0.073, 0.101, -0.244, 0.386, -0.356, -0.271, -0.216, 0.616, -0.270, -0.329, -0.175, -0.277, 0.434, -0.271, -0.333, -0.227, 0.582, -0.287, -0.223, -0.170, -0.265, 0.382, -0.235, -0.314, -0.233, 0.602, -0.264, -0.220, -0.210, -0.288, 0.384, -0.212, -0.288, -0.213, 0.579, -0.301, -0.228, -0.196, -0.247, 0.459, -0.350, -0.274, -0.183, 0.635, -0.270, -0.317, -0.213, -0.296, 0.474, -0.244, -0.255, -0.193, 0.567, -0.293, -0.216, -0.184],
  "energy_ha": -11114.681237,
  "e_lumo_ev": -4.56,
  "homo_energy_ha": -0.4176,
  "homo_lumo_gap_ev": 6.8,
  "charge": 2
}